The following is a DFT calculation (the ωB97M-V functional and the def2-TZVPD basis) of a cluster of 2 separate species, C9H12BrNOS in total in a non-equilibrium geometry.

Cartesian coordinates (Å):
C 0.632 -1.401 -1.602
C -0.478 -1.422 0.538
C 0.372 -2.749 -1.760
C -0.758 -2.769 0.378
C 0.215 -0.752 -0.453
C -0.326 -3.418 -0.767
C -0.084 1.534 1.124
C 0.684 2.502 1.952
C -1.564 1.673 1.063
N 2.197 0.893 -0.314
O -0.352 1.406 -2.686
S 0.659 0.983 -0.326
Br -0.696 -5.269 -0.970
H 1.147 -0.837 -2.361
H -0.788 -0.912 1.435
H 0.698 -3.275 -2.646
H -1.301 -3.308 1.138
H 0.468 3.546 1.711
H 1.752 2.326 1.849
H 0.410 2.352 2.998
H -1.967 1.098 0.233
H -2.007 1.311 1.993
H -1.872 2.714 0.947
H 2.674 1.779 -0.382
H 0.284 1.996 -3.092

Atomic forces in eV per Å
C 0.02 0.17 -0.10
C 0.02 0.15 0.05
C 0.00 -0.05 0.08
C 0.03 -0.06 -0.09
C -0.43 0.29 -0.34
C -0.05 -0.14 0.04
C 0.08 0.43 -1.50
C 0.27 -0.18 -0.09
C -0.18 -0.24 -0.01
N -0.12 -0.07 -0.33
O 0.39 -0.64 1.87
S 0.02 -0.56 0.55
Br 0.03 0.17 0.00
H 0.02 0.07 -0.16
H -0.03 0.04 0.09
H 0.00 0.02 -0.02
H -0.01 -0.04 0.06
H -0.05 0.00 -0.04
H 0.10 0.05 0.08
H -0.09 -0.02 0.04
H -0.20 -0.01 -0.01
H -0.03 -0.05 0.08
H 0.04 0.03 -0.05
H -0.11 0.37 -0.12
H 0.29 0.27 -0.07

The value obtained for the gap between HOMO and LUMO (alpha / beta) is 6.4 / 6.4 eV. The HOMO energy (alpha / beta) comes out at -8.04 / -8.03 eV. As for the charge: 0. The calculation puts the total energy at -93937.3458 eV.